The following is a DFT calculation (ωB97M-V/def2-TZVPD) of C4H5NO in the gas phase.

The SMILES is C=C=NC(C)=O. The value obtained for the energy relative to the best compared isomer or geometry (same formula, charge and spin) is 125.2 kJ/mol. The calculation puts the largest force on an atom at 0.63 eV/A. The electronic energy comes out at -285.36688 a.u. The value obtained for the frontier orbital gap is 10.00 eV. Its total charge is 0.

The geometry in XYZ format:
```
11
Properties=species:S:1:pos:R:3:forces:R:3:nbo_charge:R:1
C 0.75501 -0.52364 0.16975 0.13 -0.40 -0.19 0.6867
N -0.34414 0.24485 0.66780 -0.60 -0.07 -0.19 -0.5249
C 2.07780 0.19564 0.21559 0.06 0.04 0.02 -0.7178
C -2.64015 0.17477 -0.39893 0.16 0.03 0.06 -0.6309
H 2.80571 -0.44488 0.72011 -0.09 0.07 -0.08 0.2464
H 2.00589 1.15521 0.72868 -0.02 -0.14 -0.08 0.2322
C -1.44626 0.18786 0.12840 0.23 0.04 0.12 0.4868
H -2.94562 0.95016 -1.09075 0.05 -0.10 0.08 0.2510
H 2.43293 0.35354 -0.80729 -0.08 -0.04 0.11 0.2447
H -3.32255 -0.62761 -0.14364 0.09 0.10 -0.03 0.2557
O 0.62136 -1.66590 -0.18970 0.07 0.47 0.18 -0.5300
```
Positions in Å, forces in eV/Å.